Record 1
A molecular structure, C18H34N5O9P2RbTe in a non-equilibrium geometry, computed with the ωB97M-V functional and the def2-TZVPD basis.

Last column: Löwdin charge in e.
Positions of all 70 atoms, in Å:
Rb1 0.42568 0.56732 0.99028  0.790
C1 -1.47088 6.12420 0.40656  -0.085
C2 -0.79033 4.79049 0.20511  -0.582
O1 -1.64682 3.69374 0.52868  -0.101
P1 0.69015 4.51497 1.29485  0.462
O2 2.03321 5.00358 0.63484  -0.142
O3 0.57692 5.51030 2.55779  -0.129
O4 0.72543 3.10116 1.74527  -0.457
P2 -0.08698 4.68108 -1.52080  0.326
O5 1.37556 3.84981 -1.55321  -0.232
O6 0.30456 6.05608 -1.87723  -0.313
O7 -1.08674 3.88127 -2.30514  -0.334
H1 -2.12814 6.08085 1.28447  0.084
H2 -2.01844 6.51944 -0.42504  0.069
H3 -0.63449 6.81534 0.65460  0.084
H4 -1.97905 3.36006 -0.35158  0.100
H5 2.22047 4.57492 -0.25940  0.075
H6 0.61143 4.84950 3.27254  0.079
H7 1.27924 2.83561 -1.73914  0.059
C3 0.58847 -0.39542 7.42424  -0.530
Te1 0.39498 -1.23509 5.41995  1.231
C4 1.49349 0.47078 4.75976  -0.445
H8 1.57086 -0.21794 7.64874  -0.085
H9 0.17627 -1.11170 8.17806  -0.022
H10 -0.03131 0.66016 7.39845  0.043
H11 2.25121 0.52499 5.52609  -0.031
H12 0.97812 1.47084 4.79075  0.021
H13 1.89498 0.33476 3.74954  -0.019
N1 -3.04507 -0.34904 -0.04705  0.158
C5 -2.64961 -0.88284 -0.99199  -0.330
N2 -2.36313 -1.69246 -1.97432  -0.098
C6 -1.79910 -2.99223 -1.66616  -0.166
C7 -2.06113 -3.98061 -2.77778  -0.189
C8 -1.76393 -3.48105 -4.18151  -0.173
C9 -1.23502 -2.01921 -4.12299  -0.169
C10 -2.14845 -1.10347 -3.32736  -0.117
H14 -2.34113 -3.29826 -0.76430  0.129
H15 -0.75136 -2.85842 -1.42696  0.111
H16 -3.13573 -4.25793 -2.60292  0.118
H17 -1.54567 -4.92876 -2.53985  0.113
H18 -2.70620 -3.49230 -4.75609  0.108
H19 -1.08662 -4.17915 -4.66334  0.101
H20 -1.15082 -1.63050 -5.14515  0.098
H21 -0.24290 -1.92500 -3.68151  0.108
H22 -3.07665 -0.95674 -3.82810  0.104
H23 -1.72196 -0.08161 -3.17137  0.122
C11 -0.25192 -3.98567 2.57490  -0.081
C12 0.97571 -3.04396 2.52143  -0.811
C13 1.47324 -3.23797 1.03248  -0.065
C14 2.08436 -3.71540 3.45608  -0.082
O8 0.65492 -1.77623 2.87491  -0.507
H24 0.15965 -4.94806 2.22404  0.063
H25 -1.04797 -3.67178 1.88335  0.067
H26 -0.67948 -4.14655 3.56559  0.065
H27 1.90865 -4.17980 0.71675  0.064
H28 2.35375 -2.56837 0.85625  0.082
H29 0.68368 -2.85603 0.37850  0.046
H30 2.07138 -4.77773 3.25811  0.052
H31 1.85048 -3.47131 4.51352  -0.012
H32 2.99446 -3.14548 3.24234  0.070
N3 -0.00264 1.86078 -3.86581  0.173
C15 0.94370 1.08042 -3.29240  -0.539
O9 1.17780 1.17634 -2.06340  -0.089
C16 1.64911 0.13374 -4.09125  -0.242
C17 2.72853 -0.62005 -3.53013  -0.257
N4 3.57772 -1.11802 -2.98300  0.120
C18 1.34439 -0.18293 -5.38771  -0.307
N5 0.92263 -0.50924 -6.43927  0.088
H33 -0.41078 2.60218 -3.31056  0.032
H34 -0.05481 1.89959 -4.90498  0.123

Results
- E_LUMO (Eh) = 0.134
- charge = -2
- multiplicity = 1
- highest occupied orbital energy (eV) = -2.5
- gap between HOMO and LUMO (eV) = 6.19
- relative energy (zero: lowest compared OMol25 entry of this formula, charge and spin) (kcal/mol) = 32.4

Record 2
2 unconnected molecules or ions with the total composition C17H26BF3IN4O7 in a non-equilibrium geometry, computed with the ωB97M-V functional and the def2-TZVPD basis.

Last column: Löwdin charge in e.
Positions of all 59 atoms, in Å:
C1 -2.74539 -2.35741 -3.15558  -0.030
B1 -2.49498 -0.95198 -2.34218  -0.314
O1 -3.36316 0.20766 -2.71950  0.018
C2 -1.34896 -0.73096 -1.13744  -0.097
C3 -1.22983 -2.21676 -0.40655  -0.141
O2 -0.57245 -3.27103 -0.96404  0.030
N1 -1.80602 -2.51535 0.99399  0.114
C4 -0.72660 -3.22380 1.82061  -0.167
O3 -0.81839 -4.56582 2.03508  0.035
F1 0.42747 -2.50960 2.46824  -0.016
N2 -1.76095 0.46327 -0.29906  0.032
C5 -2.68005 0.61352 0.89101  0.005
C6 -4.09067 -0.20658 0.81144  -0.122
O4 -4.45212 -1.03926 1.82549  0.023
F2 -5.09737 -0.08649 -0.29800  -0.008
C7 -1.09806 1.56436 -0.77936  -0.012
C8 -1.12778 3.15299 -0.38311  -0.157
N3 -0.40974 3.34123 0.96408  0.004
C9 0.00038 1.23972 -1.95231  -0.192
C10 -0.37219 1.75858 -3.45308  -0.040
C11 0.20173 -0.35746 -1.63589  -0.313
N4 0.76679 -1.07642 -2.83867  0.090
C12 1.38416 -0.32680 -0.47158  -0.130
C13 2.90662 -0.48444 -1.05713  -0.282
C14 3.45587 0.87811 -1.85592  -0.574
I1 3.90026 2.40963 -0.29404  0.696
H1 -3.13108 -2.08931 -4.24848  0.102
H2 -1.79608 -3.03288 -3.28716  0.082
H3 -3.62280 -2.96857 -2.63209  0.118
H4 -3.10977 0.49430 -3.64948  0.117
H5 -2.57637 -3.21410 0.90867  0.150
H6 -2.94197 1.72605 1.17920  0.172
H7 -2.09823 0.17920 1.84847  0.180
H8 -0.44962 3.72422 -1.17152  0.138
H9 -2.18807 3.65488 -0.41667  0.141
H10 -0.01846 2.40600 1.28475  0.068
H11 0.43222 3.97357 0.82122  0.096
H12 0.89643 1.96948 -1.64848  0.129
H13 -0.98291 0.96441 -4.10190  0.093
H14 -1.13265 2.66772 -3.30948  0.112
H15 0.54717 2.15622 -4.05840  0.109
H16 0.18853 -0.96252 -3.69901  0.093
H17 1.01976 -2.06983 -2.64564  0.105
H18 1.25022 -1.18554 0.34223  0.120
H19 1.37674 0.68598 0.16072  0.087
H20 3.62065 -0.56918 -0.10407  0.106
H21 3.09911 -1.47479 -1.67135  0.121
H22 4.50945 0.57977 -2.29495  0.071
H23 2.70172 1.27417 -2.65790  0.047
C15 2.42791 -0.77732 5.00687  -0.076
C16 3.53393 0.11526 5.45598  -0.326
O5 3.45138 1.21166 4.57395  0.146
C17 2.13625 1.28828 4.22573  -0.503
O6 1.62312 2.26193 3.69982  0.122
O7 1.45960 0.14298 4.54493  0.065
F3 4.73500 -0.48077 5.28324  0.088
H24 2.72337 -1.43685 4.18400  0.145
H25 2.03034 -1.38899 5.82124  0.151
H26 3.43654 0.46567 6.48906  0.182

Results
- E_LUMO (Eh) = -0.171
- charge = +1
- multiplicity = 1
- highest occupied orbital energy (eV) = -12.2
- gap between HOMO and LUMO (eV) = 7.50

Record 3
A molecular structure, C5H4Cl2F9NaO9S3 in a non-equilibrium geometry, computed with the ωB97M-V functional and the def2-TZVPD basis.

Last column: Löwdin charge in e.
Positions of all 33 atoms, in Å:
Na1 -0.87164 -0.20225 0.51966  0.389
C1 2.33783 -2.88087 3.10488  -0.655
F1 1.97280 -3.86765 2.30555  0.143
F2 1.44876 -2.72554 4.09371  0.101
F3 3.55188 -3.13591 3.65344  0.113
S1 2.34348 -1.20273 2.24241  0.586
O1 3.20336 -1.39918 1.07046  -0.308
O2 0.94436 -0.77699 1.88554  -0.378
O3 2.99098 -0.22621 3.18684  -0.328
C2 -0.19453 3.85769 2.93267  -0.686
F4 0.55718 4.80292 3.50056  0.134
F5 -0.61899 2.99709 3.83631  0.156
F6 -1.21130 4.44912 2.41614  0.184
S2 0.86985 2.88151 1.59876  0.645
O4 -0.16484 2.00268 1.00638  -0.285
O5 1.50237 3.83308 0.64704  -0.178
O6 1.94631 2.14754 2.28535  -0.138
C3 1.25083 0.65265 -3.68643  -0.669
F7 0.98224 -0.55850 -3.85634  0.201
F8 2.27368 1.05580 -4.51112  0.089
F9 0.14947 1.41014 -3.83325  0.102
S3 1.85783 0.91735 -1.80007  0.538
O7 2.99352 0.00663 -1.62814  -0.306
O8 2.15479 2.36344 -1.67715  -0.321
O9 0.80079 0.42482 -0.95240  -0.355
Cl1 -4.97449 -3.07231 -3.97583  0.586
C4 -4.52772 -2.73430 -2.30149  -0.698
C5 -3.74909 -1.48579 -2.23605  -0.656
Cl2 -3.21031 -1.16049 -0.57016  0.679
H1 -4.02442 -3.56475 -1.80638  0.082
H2 -5.48722 -2.63018 -1.79491  0.068
H3 -4.16129 -0.59017 -2.70087  0.086
H4 -2.93632 -1.58865 -2.95502  0.080

Results
- E_LUMO (alpha / beta) (Eh) = 0.054 / -0.072
- charge = -1
- multiplicity = 2
- highest occupied orbital energy (alpha / beta) (eV) = -6.3 / -5.8
- gap between HOMO and LUMO (alpha / beta) (eV) = 7.79 / 3.86
- relative energy (zero: lowest compared OMol25 entry of this formula, charge and spin) (kcal/mol) = 6.7
- expectation value of S² = 0.762

Record 4
A molecular structure, C12H13NO in a non-equilibrium geometry, computed with the ωB97M-V functional and the def2-TZVPD basis.

Last column: Löwdin charge in e.
Positions of all 27 atoms, in Å:
C1 -2.98241 -2.07403 0.48314  -0.074
C2 -1.64527 -2.55691 0.41548  -0.105
C3 -3.15548 -0.73154 0.32939  -0.045
C4 -0.59173 -1.72196 0.36238  -0.046
C5 -2.44986 1.57538 0.05524  -0.008
C6 -2.15151 0.27352 0.26621  -0.217
C7 -0.82173 -0.27237 0.33804  -0.158
C8 0.22548 0.60814 0.34442  0.003
C9 2.18025 0.13326 0.66132  -0.380
C10 -1.29082 2.50500 -0.20101  -0.183
C11 0.06055 2.05131 0.36575  -0.203
C12 4.13654 -0.56468 -0.52092  -0.054
N1 2.66613 -0.54946 -0.33716  0.010
O1 2.66057 0.65882 1.61777  0.083
H1 -3.72882 -2.68604 0.71279  0.054
H2 -1.41102 -3.66372 0.57198  0.126
H3 -4.23432 -0.27292 0.39526  0.147
H4 0.28489 -2.25307 0.36582  0.070
H5 -3.40027 1.87630 -0.11814  0.070
H6 -1.08730 2.80583 -1.24955  0.110
H7 -1.41609 3.61900 0.08176  0.130
H8 0.15325 2.31827 1.50733  0.168
H9 0.87517 2.40420 -0.20510  0.095
H10 4.67458 0.11002 0.11973  0.070
H11 4.60207 -1.59642 -0.37576  0.109
H12 4.20224 -0.05607 -1.48789  0.086
H13 2.18900 -1.01874 -1.09496  0.143

Results
- E_LUMO (alpha / beta) (Eh) = 0.001 / 0.001
- multiplicity = 1
- highest occupied orbital energy (alpha / beta) (eV) = -6.9 / -6.9
- gap between HOMO and LUMO (alpha / beta) (eV) = 6.97 / 6.97
- relative energy (zero: lowest compared OMol25 entry of this formula, charge and spin) (kcal/mol) = 94.0